[1]
Molecular formula: C63H167N23O11P6
Method: DFT, wB97M-V/def2-TZVPD

Each line ends with the Mulliken charge.
Element x y z (Å)
C (7.42, 1.07, 1.20)  0.14
O (8.18, 0.98, 0.29)  -0.59
N (6.37, 1.79, 1.24)  0.13
C (5.42, 1.63, 2.26)  -0.36
C (6.03, 2.71, 0.15)  -0.86
H (7.60, 0.53, 2.14)  0.35
H (4.46, 1.33, 1.84)  -0.08
H (5.14, 2.50, 2.85)  0.22
H (5.66, 0.99, 3.11)  0.24
H (6.09, 3.64, 0.71)  0.37
H (6.73, 2.69, -0.69)  0.30
H (5.04, 2.53, -0.26)  0.17
C (-4.70, 0.34, 3.48)  0.51
O (-3.87, 0.63, 4.32)  -0.70
N (-6.04, 0.10, 3.80)  0.17
C (-6.98, -0.32, 2.82)  -1.02
C (-6.70, 0.13, 5.09)  -1.03
H (-4.55, 0.34, 2.39)  0.11
H (-7.08, -1.41, 2.80)  0.39
H (-6.88, -0.09, 1.76)  0.20
H (-7.97, 0.09, 3.02)  0.35
H (-7.54, 0.83, 5.02)  0.35
H (-7.11, -0.84, 5.37)  0.37
H (-6.06, 0.42, 5.92)  0.31
C (-5.57, 4.38, 5.60)  0.18
O (-5.80, 4.18, 6.83)  -0.64
N (-4.48, 4.19, 4.85)  0.22
C (-4.52, 4.58, 3.44)  -1.03
C (-3.23, 3.65, 5.25)  -1.02
H (-6.44, 4.68, 4.99)  0.30
H (-4.29, 3.61, 3.00)  0.32
H (-3.76, 5.33, 3.27)  0.19
H (-5.50, 4.95, 3.13)  0.38
H (-2.50, 4.46, 5.20)  0.35
H (-3.14, 3.37, 6.30)  0.31
H (-3.09, 2.78, 4.62)  0.28
O (1.61, -3.33, 5.90)  -0.84
P (2.77, -3.97, 6.57)  0.33
N (2.86, -5.66, 6.47)  0.44
C (2.14, -6.23, 5.26)  -1.08
C (3.67, -6.62, 7.15)  -1.15
N (2.97, -3.49, 8.22)  0.29
C (2.12, -4.15, 9.32)  -0.96
C (3.66, -2.26, 8.54)  -0.74
N (4.40, -3.70, 5.91)  0.44
C (5.56, -4.44, 6.31)  -1.16
C (4.67, -2.59, 4.94)  -0.46
H (1.57, -7.15, 5.34)  0.38
H (2.82, -6.25, 4.41)  0.32
H (1.33, -5.63, 4.84)  0.26
H (4.22, -6.17, 7.98)  0.36
H (4.41, -7.06, 6.48)  0.36
H (3.03, -7.43, 7.51)  0.31
H (1.42, -3.44, 9.76)  0.30
H (1.71, -5.08, 8.91)  0.29
H (2.71, -4.56, 10.14)  0.34
H (3.85, -1.80, 7.57)  0.04
H (2.99, -1.45, 8.82)  0.39
H (4.56, -2.40, 9.15)  0.28
H (6.52, -4.03, 5.99)  0.41
H (5.72, -4.66, 7.37)  0.34
H (5.51, -5.45, 5.89)  0.24
H (5.10, -1.72, 5.44)  0.39
H (3.71, -2.22, 4.59)  -0.25
H (5.35, -2.90, 4.15)  0.47
O (7.06, -5.82, 0.24)  -0.89
P (5.66, -5.63, -0.11)  0.28
N (4.74, -6.97, -0.77)  0.27
C (5.21, -8.36, -0.57)  -1.03
C (3.45, -6.81, -1.51)  -0.69
N (5.57, -4.39, -1.26)  0.40
C (5.32, -2.99, -0.95)  -0.75
C (6.02, -4.71, -2.58)  -1.16
N (4.73, -5.22, 1.37)  0.47
C (3.27, -4.91, 1.45)  -0.58
C (5.42, -5.55, 2.68)  -0.60
H (5.04, -8.66, 0.47)  0.32
H (6.26, -8.37, -0.86)  0.31
H (4.70, -9.17, -1.07)  0.39
H (2.83, -6.02, -1.09)  0.04
H (2.92, -7.76, -1.48)  0.44
H (3.64, -6.48, -2.53)  0.24
H (4.40, -2.65, -1.43)  -0.06
H (5.00, -2.82, 0.08)  0.19
H (6.20, -2.41, -1.21)  0.46
H (6.74, -3.99, -2.96)  0.45
H (6.40, -5.73, -2.54)  0.40
H (5.17, -4.87, -3.24)  0.19
H (3.00, -4.36, 2.35)  0.24
H (2.74, -4.47, 0.61)  -0.12
H (2.78, -5.88, 1.48)  0.31
H (4.77, -5.25, 3.50)  -0.25
H (6.34, -4.98, 2.77)  0.31
H (5.54, -6.63, 2.67)  0.35
O (-0.16, 6.60, -6.76)  -0.85
P (-0.60, 6.01, -5.49)  0.38
N (-2.39, 5.98, -5.34)  0.46
C (-3.06, 5.07, -6.20)  -1.09
C (-3.00, 7.29, -5.21)  -1.05
N (0.05, 6.87, -4.08)  0.10
C (-0.56, 6.77, -2.74)  -0.82
C (1.50, 7.30, -4.06)  -0.95
N (-0.06, 4.44, -5.27)  0.48
C (1.16, 3.93, -5.86)  -0.58
C (-0.67, 3.67, -4.14)  0.56
H (-3.84, 5.68, -6.65)  0.46
H (-3.50, 4.28, -5.59)  0.24
H (-2.56, 4.64, -7.07)  0.34
H (-2.36, 8.05, -4.75)  0.35
H (-3.81, 7.19, -4.49)  0.22
H (-3.51, 7.65, -6.10)  0.35
H (-0.66, 5.71, -2.49)  -0.08
H (0.09, 7.39, -2.12)  0.81
H (-1.50, 7.32, -2.68)  0.15
H (1.75, 8.02, -4.84)  0.39
H (2.00, 7.76, -3.21)  0.57
H (2.10, 6.49, -4.47)  0.17
H (1.20, 4.21, -6.91)  0.36
H (2.01, 4.21, -5.23)  0.25
H (1.10, 2.84, -5.82)  -0.16
H (-0.73, 2.60, -4.34)  -0.58
H (-1.66, 4.08, -3.93)  -0.11
H (-0.12, 3.81, -3.21)  0.34
O (1.97, -2.01, -6.98)  -0.87
P (1.59, -1.47, -5.63)  0.11
N (1.19, -2.74, -4.52)  0.81
C (1.53, -2.64, -3.12)  -1.06
C (0.92, -4.08, -5.04)  -1.34
N (0.30, -0.42, -5.45)  0.61
C (-0.67, -0.42, -4.31)  0.68
C (-0.31, 0.09, -6.67)  -1.18
N (2.91, -0.59, -4.94)  0.22
C (4.11, -1.27, -4.62)  -0.96
C (2.84, 0.77, -4.30)  -0.39
H (2.50, -3.12, -2.99)  0.31
H (0.94, -3.18, -2.37)  0.32
H (1.45, -1.64, -2.69)  -0.01
H (0.65, -4.89, -4.37)  0.32
H (1.82, -4.32, -5.59)  0.40
H (0.11, -3.92, -5.76)  0.33
H (-1.23, -1.36, -4.25)  0.45
H (-0.11, -0.44, -3.38)  -0.60
H (-1.34, 0.43, -4.26)  -0.85
H (-0.71, -0.71, -7.29)  0.23
H (-1.08, 0.82, -6.43)  0.34
H (0.55, 0.62, -7.09)  0.44
H (4.96, -0.69, -4.26)  0.38
H (3.88, -2.00, -3.84)  0.18
H (4.34, -1.82, -5.53)  0.37
H (1.96, 1.30, -4.68)  -0.38
H (3.72, 1.34, -4.59)  0.52
H (2.69, 0.60, -3.23)  0.30
O (-5.70, 2.00, -0.52)  -0.98
P (-5.18, 2.55, -1.76)  0.05
N (-4.36, 1.36, -2.65)  0.96
C (-3.77, 1.73, -3.98)  -0.76
C (-4.60, -0.05, -2.35)  -1.17
N (-4.13, 3.87, -1.68)  0.78
C (-2.99, 3.75, -0.75)  -1.18
C (-4.01, 4.99, -2.67)  -1.19
N (-6.45, 3.06, -2.77)  0.21
C (-7.20, 2.11, -3.49)  -1.05
C (-7.36, 4.03, -2.18)  -1.26
H (-3.76, 0.86, -4.63)  0.80
H (-2.77, 2.13, -3.85)  -0.80
H (-4.29, 2.61, -4.38)  0.39
H (-3.86, -0.61, -2.92)  0.32
H (-5.57, -0.39, -2.72)  0.34
H (-4.54, -0.24, -1.28)  0.15
H (-3.26, 3.23, 0.17)  0.25
H (-2.31, 3.04, -1.21)  0.44
H (-2.71, 4.72, -0.34)  0.37
H (-3.49, 4.56, -3.52)  0.15
H (-4.89, 5.60, -2.90)  0.30
H (-3.30, 5.79, -2.42)  0.20
H (-7.80, 1.29, -3.11)  0.29
H (-8.00, 2.68, -3.98)  0.44
H (-6.70, 1.80, -4.41)  0.29
H (-8.03, 4.48, -2.91)  0.36
H (-6.79, 4.76, -1.61)  0.36
H (-7.96, 3.45, -1.47)  0.40
O (1.02, 4.97, -0.23)  -0.52
P (1.25, 5.92, 0.88)  -0.21
N (-0.03, 6.90, 1.55)  0.73
C (0.17, 8.12, 2.41)  -1.12
C (-1.39, 6.71, 1.21)  -0.42
N (2.38, 7.25, 0.53)  0.08
C (3.28, 7.58, 1.65)  -1.33
C (3.15, 7.26, -0.71)  -0.11
N (1.81, 5.07, 2.24)  0.66
C (2.86, 4.10, 2.03)  -1.09
C (0.88, 4.92, 3.35)  -1.39
H (-0.69, 8.69, 2.76)  0.39
H (0.96, 8.77, 2.05)  0.31
H (0.61, 7.82, 3.36)  0.30
H (-1.93, 6.19, 2.01)  0.34
H (-1.40, 5.91, 0.47)  -0.59
H (-1.94, 7.54, 0.78)  0.55
H (3.42, 8.66, 1.65)  0.37
H (3.01, 7.12, 2.60)  0.41
H (4.23, 7.08, 1.44)  0.40
H (3.97, 6.55, -0.72)  0.25
H (2.37, 6.93, -1.41)  -0.43
H (3.68, 8.19, -0.90)  0.39
H (2.57, 3.16, 2.49)  0.10
H (3.12, 3.93, 0.99)  0.46
H (3.73, 4.37, 2.63)  0.38
H (-0.13, 4.65, 3.03)  0.40
H (0.76, 5.82, 3.95)  0.18
H (1.27, 4.12, 3.98)  0.57
C (-2.74, -3.62, -2.18)  -1.76
C (-3.07, -4.82, -1.33)  1.38
C (-4.33, -4.25, -0.50)  -1.42
C (-5.26, -5.20, 0.23)  -0.87
C (-5.75, -6.21, -0.74)  -1.30
C (-4.59, -6.89, -1.61)  1.29
N (-3.63, -5.98, -2.13)  0.85
O (-2.73, -6.61, -2.96)  -0.35
C (-3.84, -8.02, -0.72)  -1.66
C (-5.36, -7.50, -2.80)  -1.88
C (-1.99, -5.28, -0.41)  -1.35
H (-3.42, -3.48, -3.02)  0.56
H (-1.86, -3.79, -2.79)  0.61
H (-2.54, -2.81, -1.48)  0.10
H (-3.88, -3.54, 0.20)  0.62
H (-4.99, -3.74, -1.20)  0.48
H (-6.01, -4.58, 0.71)  0.48
H (-4.53, -5.55, 0.96)  0.35
H (-6.55, -5.82, -1.37)  0.49
H (-6.23, -7.01, -0.17)  0.48
H (-3.82, -7.84, 0.36)  0.38
H (-4.51, -8.88, -0.88)  0.50
H (-2.90, -8.38, -1.14)  0.35
H (-4.79, -8.06, -3.54)  0.49
H (-6.09, -8.24, -2.50)  0.43
H (-5.83, -6.72, -3.40)  0.47
H (-1.65, -4.48, 0.25)  0.06
H (-1.10, -5.64, -0.92)  0.50
H (-2.32, -6.02, 0.32)  0.36
H (-3.08, -6.47, -3.84)  0.39
C (2.20, -0.88, 2.76)  -2.09
C (0.88, -0.77, 1.92)  1.44
C (0.10, 0.19, 2.90)  -1.87
C (-1.14, 0.77, 2.16)  -0.67
C (-0.76, 1.47, 0.85)  1.00
C (0.20, 0.65, -0.03)  3.72
N (1.19, -0.07, 0.70)  0.59
O (2.13, -0.79, -0.01)  0.18
C (-0.69, -0.28, -0.78)  -0.34
C (1.00, 1.53, -0.94)  -0.25
C (0.31, -2.29, 1.76)  -1.21
H (2.54, 0.14, 2.95)  -0.07
H (3.03, -1.36, 2.24)  0.42
H (2.01, -1.36, 3.72)  0.29
H (-0.46, -0.39, 3.63)  0.67
H (0.54, 1.12, 3.27)  0.38
H (-1.60, 1.36, 2.95)  0.17
H (-1.89, 0.03, 1.88)  -0.13
H (-0.45, 2.52, 0.87)  0.13
H (-1.76, 1.57, 0.43)  -0.86
H (0.03, -1.06, -1.03)  -0.22
H (-1.40, -0.86, -0.19)  -0.16
H (-1.13, 0.29, -1.60)  -0.25
H (1.67, 2.06, -0.28)  -0.05
H (1.70, 0.99, -1.57)  -1.08
H (0.43, 2.33, -1.43)  -0.39
H (0.19, -2.75, 2.75)  0.62
H (0.97, -2.90, 1.15)  -0.12
H (-0.61, -2.14, 1.19)  -0.04
H (2.97, -0.40, 0.24)  0.09

Values from the calculation:
**HOMO-LUMO gap (alpha / beta)**: 6.7 / 2.7 eV
**Spin multiplicity**: 2
**Lowest unoccupied orbital energy (alpha / beta)**: -0.101 / -0.249 hartree
**DFT total energy**: -180554.8631 eV
**Charge**: +1
**F_max**: 0.09852 Eh/bohr

[2]
Molecular formula: C63H43BBrFO13
Method: DFT, wB97M-V/def2-TZVPD

Each line ends with the Mulliken charge.
Element x y z (Å)
O (3.47, -1.36, -0.76)  -0.56
C (3.24, -1.70, -1.93)  0.64
O (2.86, -0.80, -3.01)  -0.25
C (1.91, -1.62, -3.73)  0.12
C (1.11, -1.01, -4.98)  -0.62
B (-0.43, -0.73, -4.44)  0.60
O (-0.88, 0.64, -4.24)  -0.51
O (-1.26, -1.89, -4.14)  -0.56
C (2.81, -2.93, -3.91)  -0.03
Br (4.39, -2.62, -5.11)  -0.08
C (1.88, -4.08, -4.51)  -0.71
C (2.57, -5.53, -4.56)  -0.38
C (2.18, -6.20, -6.00)  -0.46
F (0.77, -6.07, -6.28)  -0.30
O (3.24, -3.04, -2.51)  -0.04
H (1.17, -1.93, -2.88)  0.20
H (1.12, -1.68, -5.91)  0.29
H (1.55, 0.01, -5.24)  0.19
H (-0.12, 1.11, -3.83)  0.31
H (-1.18, -1.97, -3.15)  0.32
H (0.87, -4.18, -3.97)  0.36
H (1.62, -3.79, -5.61)  0.45
H (3.71, -5.38, -4.52)  0.30
H (2.24, -6.21, -3.68)  0.23
H (2.77, -5.61, -6.80)  0.27
H (2.48, -7.30, -5.95)  0.34
O (0.80, -6.50, 3.63)  -0.68
C (0.33, -6.17, 2.55)  0.59
C (-1.13, -6.03, 2.38)  0.20
C (-1.98, -6.26, 3.46)  -0.62
C (-3.35, -6.09, 3.32)  -0.51
C (-3.88, -5.70, 2.09)  -0.62
C (-3.04, -5.48, 1.01)  -0.50
C (-1.66, -5.66, 1.14)  0.09
C (-0.78, -5.44, -0.02)  0.53
O (-1.25, -5.17, -1.11)  -0.71
C (0.69, -5.56, 0.16)  -0.22
C (1.53, -5.33, -0.93)  -0.07
C (2.91, -5.41, -0.76)  -0.11
C (3.45, -5.72, 0.48)  -0.81
C (2.61, -5.96, 1.56)  -0.70
C (1.22, -5.89, 1.40)  0.36
H (-1.57, -6.57, 4.42)  0.47
H (-4.01, -6.27, 4.16)  0.51
H (-4.95, -5.55, 1.98)  0.48
H (-3.46, -5.18, 0.05)  0.47
H (1.12, -5.09, -1.90)  0.57
H (3.57, -5.22, -1.61)  0.32
H (4.53, -5.77, 0.61)  0.42
H (3.03, -6.21, 2.53)  0.47
O (5.78, 6.31, -2.79)  -0.68
C (4.63, 5.91, -2.73)  0.57
C (4.35, 4.51, -2.34)  0.19
C (5.41, 3.65, -2.02)  -0.63
C (5.15, 2.35, -1.61)  -0.70
C (3.84, 1.89, -1.52)  -0.34
C (2.78, 2.73, -1.86)  -0.80
C (3.04, 4.04, -2.27)  0.30
C (1.91, 4.92, -2.65)  0.51
O (0.77, 4.50, -2.64)  -0.71
C (2.19, 6.33, -3.02)  0.27
C (1.13, 7.18, -3.34)  -0.63
C (1.38, 8.51, -3.65)  -0.47
C (2.69, 9.00, -3.65)  -0.50
C (3.75, 8.15, -3.35)  -0.58
C (3.50, 6.81, -3.04)  0.30
H (6.43, 4.01, -2.08)  0.47
H (5.97, 1.69, -1.36)  0.44
H (3.63, 0.88, -1.20)  0.63
H (1.76, 2.37, -1.80)  0.54
H (0.11, 6.81, -3.34)  0.48
H (0.56, 9.17, -3.90)  0.42
H (2.88, 10.04, -3.89)  0.40
H (4.76, 8.53, -3.35)  0.46
O (4.43, 11.21, -1.28)  -0.66
C (4.17, 11.67, -0.18)  0.49
C (3.27, 10.95, 0.74)  0.04
C (2.72, 9.73, 0.35)  -0.33
C (1.90, 9.02, 1.23)  -0.62
C (1.63, 9.54, 2.49)  -0.48
C (2.15, 10.77, 2.88)  -0.72
C (2.97, 11.48, 2.00)  0.52
C (3.51, 12.79, 2.41)  0.54
O (3.21, 13.28, 3.48)  -0.67
C (4.43, 13.51, 1.49)  0.14
C (4.98, 14.73, 1.88)  -0.54
C (5.87, 15.39, 1.05)  -0.46
C (6.22, 14.83, -0.18)  -0.49
C (5.67, 13.62, -0.58)  -0.47
C (4.77, 12.96, 0.26)  0.11
H (2.94, 9.32, -0.63)  0.58
H (1.48, 8.07, 0.93)  0.49
H (1.00, 8.98, 3.18)  0.38
H (1.93, 11.17, 3.86)  0.47
H (4.71, 15.17, 2.84)  0.46
H (6.30, 16.34, 1.35)  0.39
H (6.93, 15.34, -0.83)  0.40
H (5.94, 13.19, -1.54)  0.46
O (-10.63, -10.60, 5.19)  -0.67
C (-9.78, -9.75, 5.06)  0.57
C (-8.67, -9.93, 4.09)  0.32
C (-8.63, -11.09, 3.30)  -0.70
C (-7.62, -11.25, 2.36)  -0.40
C (-6.65, -10.26, 2.19)  -0.61
C (-6.68, -9.12, 2.98)  -0.31
C (-7.69, -8.95, 3.94)  0.18
C (-7.71, -7.74, 4.78)  0.44
O (-6.82, -6.91, 4.69)  -0.67
C (-8.82, -7.55, 5.74)  0.19
C (-8.86, -6.39, 6.52)  -0.45
C (-9.92, -6.18, 7.40)  -0.49
C (-10.94, -7.13, 7.50)  -0.45
C (-10.89, -8.29, 6.73)  -0.58
C (-9.82, -8.50, 5.86)  0.15
H (-9.38, -11.86, 3.43)  0.47
H (-7.59, -12.15, 1.75)  0.39
H (-5.87, -10.39, 1.45)  0.42
H (-5.92, -8.35, 2.85)  0.50
H (-8.07, -5.65, 6.44)  0.46
H (-9.95, -5.28, 8.00)  0.40
H (-11.77, -6.96, 8.18)  0.40
H (-11.68, -9.02, 6.82)  0.46

Values from the calculation:
**HOMO-LUMO gap**: 8.5 eV
**Lowest unoccupied orbital energy**: -0.042 hartree
**DFT total energy**: -166085.1819 eV
**SMILES**: O=C1O[C@@H](CB(O)O)[C@](Br)(CCCF)O1.O=C1c2ccccc2C(=O)c2ccccc21.O=C1c2ccccc2C(=O)c2ccccc21.O=C1c2ccccc2C(=O)c2ccccc21.O=C1c2ccccc2C(=O)c2ccccc21
**F_max**: 0.11190 Eh/bohr